(1)
Below is one molecule with the formula C5H8O in a non-equilibrium geometry, with properties calculated with the ωB97M-V functional and the def2-TZVPD basis.

The geometry in XYZ format:
```
14
Properties=species:S:1:pos:R:3:forces:R:3:lowdin_charge:R:1
C -1.63256 -1.01802 -0.01680 -3.5 -4.0 1.9 -0.119
C -0.78543 0.14809 -0.06254 0.9 0.6 -0.9 -0.449
C -1.25521 1.35027 0.15191 -2.3 2.0 0.6 0.054
C 0.57690 -0.23757 -0.47860 1.3 0.3 -1.7 -0.291
C 1.55719 -0.59403 0.54011 1.0 0.4 -1.0 -0.109
H -1.99778 -1.41205 -1.04044 0.7 0.6 1.5 0.105
H -2.65108 -0.94689 0.70789 2.7 0.3 -2.1 0.141
H -1.06500 -1.89161 0.51580 -0.9 1.3 -1.2 0.105
H -0.71700 2.34189 0.12125 -0.5 -1.5 0.0 0.090
H -2.40705 1.33862 0.36280 2.3 0.6 -0.2 0.099
H 0.66416 -0.76826 -1.54359 -0.3 1.1 2.5 0.193
H 2.26629 -1.33532 0.13019 -0.1 0.1 1.3 0.117
H 1.36765 -0.35891 1.59988 0.1 -0.8 -0.5 0.133
O 1.72182 0.64252 -0.20728 -1.5 -0.9 -0.2 -0.068
```
Forces are in eV/Å.

Results
LUMO energy: 1.00 eV
charge: 0
SMILES string: C=C(C)[C@@H]1CO1
E: -270.44152 hartree
energy relative to the best compared isomer or geometry (same formula, charge and spin): 3.1666 eV

(2)
Below is one molecule with the formula C5H8O, with properties calculated with the ωB97M-V functional and the def2-TZVPD basis.

The geometry in XYZ format:
```
14
Properties=species:S:1:pos:R:3:forces:R:3:lowdin_charge:R:1
C -0.88633 -1.01061 -0.34206 -0.1 0.0 -0.1 -0.220
C -1.35161 0.41878 -0.04395 0.0 0.1 -0.1 -0.226
C -0.32657 1.50606 -0.02458 0.1 -0.4 0.0 0.060
C 1.01286 0.97864 0.29134 -0.1 0.1 -0.1 -0.229
C 1.35241 -0.50064 0.06374 0.1 0.1 0.0 -0.217
O 0.26974 -1.33902 0.39899 0.0 0.0 0.1 -0.144
H -1.65074 -1.74389 -0.06709 0.1 0.1 0.0 0.122
H -0.68985 -1.12206 -1.42222 0.0 0.0 0.2 0.124
H -2.18228 0.71970 -0.69357 0.0 -0.1 0.1 0.104
H -1.77211 0.46991 0.97757 0.1 0.1 -0.1 0.132
H 0.86379 1.18691 1.37650 0.1 -0.1 0.1 0.142
H 1.83265 1.64866 0.00183 -0.2 -0.1 0.0 0.106
H 2.19475 -0.81556 0.68780 -0.1 0.1 -0.1 0.122
H 1.64460 -0.65734 -0.98993 -0.1 0.0 0.2 0.124
```
Forces are in eV/Å.

Results
LUMO energy: 0.23 eV
charge: 0
E: -270.41066 hartree
energy relative to the best compared isomer or geometry (same formula, charge and spin): 4.0065 eV

Short version: HOMO energy = -9.618, -8.081 eV, in the order given.
Short version: molar mass = 84.1, 84.1 g/mol, in the order given.